ORCA calculation (the ωB97M-V functional and the def2-TZVPD basis) on an isolated ion of composition C2H6NS and charge -1.

Structure (XYZ):
```
10
Properties=species:S:1:pos:R:3:forces:R:3
N -1.1271 0.1716 -0.9401 1.9973 -1.2829 -3.8455
C 0.1063 0.6049 -0.3267 2.6525 -2.1719 -1.3692
C 0.6055 -0.2081 0.8571 0.5036 -0.6109 0.9248
S 0.6599 -1.9945 0.4249 0.3036 0.0861 0.1950
H -1.8993 0.0819 -0.3888 -2.1197 -0.0325 2.3654
H -1.0380 -0.8013 -1.4123 0.3901 2.2269 1.4272
H 0.9956 0.4486 -1.1006 -1.9709 0.4350 1.0899
H 0.1573 1.6209 -0.0513 -0.6248 1.6085 0.0842
H -0.0851 -0.1095 1.7181 0.1692 0.1898 -0.2394
H 1.6249 0.1856 1.2198 -1.3009 -0.4480 -0.6323
```
Positions in Å, forces in eV/Å.

The value obtained for the HOMO energy is -2.218 eV. As for the net charge: -1. As for the gap between HOMO and LUMO: 6.642 eV. The calculation puts the LUMO energy at 4.42 eV. The SMILES is NCC[S-].

Now the Löwdin charges, all in e: atom 1 (N): -0.06, atom 2 (C): -0.46, atom 3 (C): -0.80, atom 4 (S): 0.03, atom 5 (H): -0.01, atom 6 (H): 0.06, atom 7 (H): 0.12, atom 8 (H): 0.06, atom 9 (H): 0.02, atom 10 (H): 0.05

ORCA calculation (the ωB97M-V functional and the def2-TZVPD basis) on an isolated ion of composition C2H6NS and charge +1.

Structure (XYZ):
```
10
Properties=species:S:1:pos:R:3:forces:R:3
C 0.5580 -0.5833 -0.9290 -2.4190 -1.0024 1.0088
C -0.3824 2.0578 0.0898 -0.5887 -0.7684 -1.7808
N 0.4221 -1.1281 0.3338 0.9972 2.3779 0.4882
S -0.3366 1.1153 -1.1997 0.9818 -0.5484 -1.0858
H 1.5030 -0.2733 -1.2533 1.5905 0.7228 -0.4625
H 0.0949 -1.2342 -1.6692 0.0351 0.1936 -0.1639
H -0.4558 3.0121 -0.4014 -0.4422 1.0957 1.2816
H -0.5563 1.7286 1.0873 0.5531 0.1979 0.9133
H 0.2324 -2.0788 0.3911 -0.4647 -1.7221 0.2239
H 1.0157 -0.7426 1.0705 -0.2430 -0.5466 -0.4228
```
Positions in Å, forces in eV/Å.

The value obtained for the HOMO energy is -14.623 eV. As for the net charge: +1. As for the gap between HOMO and LUMO: 8.045 eV. The calculation puts the LUMO energy at -6.58 eV.

Now the Löwdin charges, all in e: atom 1 (C): -0.39, atom 2 (C): -0.22, atom 3 (N): 0.02, atom 4 (S): 1.11, atom 5 (H): 0.07, atom 6 (H): 0.11, atom 7 (H): 0.03, atom 8 (H): 0.06, atom 9 (H): 0.08, atom 10 (H): 0.12

ORCA calculation (the ωB97M-V functional and the def2-TZVPD basis) on C2H6NiO9 as an isolated structure.

Structure (XYZ):
```
18
Properties=species:S:1:pos:R:3:forces:R:3
Ni -0.1850 -0.0071 0.1455 -2.7381 0.1418 0.8268
C 0.7081 0.1797 -2.6738 3.2444 0.0793 -0.5061
O -0.1988 -0.0151 -1.9353 -4.4058 -0.2338 6.1142
O 0.3761 -0.1586 -3.8032 -0.7357 -1.0561 -6.3368
O 1.8720 0.5137 -2.5159 2.2720 1.1203 1.0582
C -2.3062 -0.1671 1.6511 -1.9776 -1.6825 1.5771
O -2.3263 -0.3938 0.4289 -0.1722 -0.8362 -5.6666
O -3.2658 -0.4238 2.4023 -0.1484 0.6248 0.6230
O -1.1518 0.1764 1.9977 4.7743 1.6504 2.4236
O 0.1634 -2.0653 0.1734 -0.0289 -0.6173 -0.0558
H -0.6755 -2.4678 0.3978 -0.7580 0.1612 0.0640
H 0.8076 -2.7595 0.3129 0.3789 0.1607 0.0046
O -0.0785 2.0845 0.0339 0.1338 0.6380 -0.0314
H 0.5978 2.5626 0.5138 0.2236 -0.1734 0.2638
H -0.5604 2.7618 -0.4407 -0.4037 -0.2109 -0.2927
O 1.7391 0.1679 0.9353 0.7150 0.2642 0.1250
H 2.5670 -0.0493 0.5067 0.1081 0.0254 -0.6180
H 1.9172 0.0608 1.8697 -0.4817 -0.0560 0.4270
```
Positions in Å, forces in eV/Å.

The value obtained for the HOMO energy (alpha / beta) is -3.486 / -3.580 eV. As for the net charge: -1. As for the gap between HOMO and LUMO (alpha / beta): 5.754 / 5.743 eV. The calculation puts the LUMO energy (alpha / beta) at 2.27 / 2.16 eV. Its spin multiplicity is 4.

Now the Löwdin charges, all in e: atom 1 (Ni): 0.64, atom 2 (C): -1.08, atom 3 (O): 0.06, atom 4 (O): 0.20, atom 5 (O): 0.05, atom 6 (C): -1.05, atom 7 (O): -0.08, atom 8 (O): -0.07, atom 9 (O): -0.11, atom 10 (O): -0.01, atom 11 (H): 0.08, atom 12 (H): 0.07, atom 13 (O): -0.01, atom 14 (H): 0.07, atom 15 (H): 0.09, atom 16 (O): -0.01, atom 17 (H): 0.08, atom 18 (H): 0.08

ORCA calculation (the ωB97M-V functional and the def2-TZVPD basis) on a 2-piece molecular cluster, C2H6O overall.

Structure (XYZ):
```
9
Properties=species:S:1:pos:R:3:forces:R:3
C 0.0000 0.0000 0.0000 0.0486 0.4680 0.4067
C -0.0714 -0.0984 -1.3153 -0.2173 -0.2489 -0.4384
H 0.3123 0.9630 0.4198 0.0901 -0.5246 0.0947
H -0.2659 -0.7993 0.7012 -0.0241 0.3552 -0.4008
H 0.2611 0.7261 -1.9563 -0.2888 -0.3402 0.2177
H -0.4940 -0.9843 -1.8030 0.3932 0.2888 0.1182
O -2.2124 3.4982 1.6079 0.7568 0.8926 0.4022
H -1.2298 3.4802 1.6565 -1.0697 0.0604 -0.0383
H -2.4613 4.3870 1.9489 0.3111 -0.9513 -0.3619
```
Positions in Å, forces in eV/Å.

The value obtained for the HOMO energy is -10.162 eV. As for the gap between HOMO and LUMO: 11.027 eV. The calculation puts the LUMO energy at 0.87 eV. The SMILES is C=C.O.

Now the Löwdin charges, all in e: atom 1 (C): -0.09, atom 2 (C): -0.09, atom 3 (H): 0.04, atom 4 (H): 0.05, atom 5 (H): 0.05, atom 6 (H): 0.05, atom 7 (O): -0.09, atom 8 (H): 0.04, atom 9 (H): 0.05

ORCA calculation (the ωB97M-V functional and the def2-TZVPD basis) on C2H6O2 in the gas phase.

Structure (XYZ):
```
10
Properties=species:S:1:pos:R:3:forces:R:3
O -1.2112 1.2162 -0.2602 1.2115 -0.6243 0.2548
C -0.8439 -0.1720 -0.0396 0.0595 -1.7598 0.6220
C 0.7669 -0.7341 0.2953 -0.4256 2.1155 -0.8064
O 1.2027 0.5031 -0.2563 3.1779 0.7290 0.1932
H -0.9995 1.5432 -1.1542 0.2699 -0.6361 0.5633
H -1.4015 -0.3678 0.8560 -0.7614 -0.7188 -0.0377
H -1.0707 -0.7138 -0.9454 -0.5681 -0.4371 0.1385
H 1.2069 -0.8735 1.3286 -1.3258 0.3241 -0.5588
H 1.3398 -1.5299 -0.2725 -1.7499 0.5399 0.0198
H 1.0104 1.1285 0.4485 0.1120 0.4676 -0.3887
```
Positions in Å, forces in eV/Å.

The value obtained for the HOMO energy is -9.262 eV. As for the gap between HOMO and LUMO: 10.204 eV. The calculation puts the LUMO energy at 0.94 eV. The SMILES is OCCO.

Now the Löwdin charges, all in e: atom 1 (O): -0.09, atom 2 (C): -0.16, atom 3 (C): -0.16, atom 4 (O): -0.16, atom 5 (H): 0.10, atom 6 (H): 0.09, atom 7 (H): 0.10, atom 8 (H): 0.10, atom 9 (H): 0.11, atom 10 (H): 0.08

ORCA calculation (the ωB97M-V functional and the def2-TZVPD basis) on C2H6O2 in the gas phase.

Structure (XYZ):
```
10
Properties=species:S:1:pos:R:3:forces:R:3
O -1.5061 0.6686 0.2196 1.3260 1.6079 -1.0543
C -0.7765 -0.4292 -0.2611 1.3668 -0.9652 0.7446
C 0.7078 -0.3783 0.2642 -1.0926 -0.8932 -0.2472
O 1.4447 0.7009 -0.2591 -0.2134 0.5263 -0.1035
H -0.9317 1.3753 -0.1873 -1.5355 -0.2164 0.8417
H -0.7512 -0.4563 -1.3579 -0.0797 -0.0473 0.0769
H -1.2585 -1.3297 0.1269 0.1032 -0.0314 -0.1414
H 1.2123 -1.2856 -0.0717 0.0352 0.0127 -0.0134
H 0.7250 -0.3758 1.3620 -0.1539 0.0565 -0.1239
H 1.1343 1.5101 0.1644 0.2441 -0.0498 0.0205
```
Positions in Å, forces in eV/Å.

The value obtained for the HOMO energy is -10.124 eV. As for the gap between HOMO and LUMO: 10.882 eV. The calculation puts the LUMO energy at 0.76 eV. The SMILES is OCCO.

Now the Löwdin charges, all in e: atom 1 (O): -0.07, atom 2 (C): -0.26, atom 3 (C): -0.25, atom 4 (O): -0.07, atom 5 (H): 0.10, atom 6 (H): 0.12, atom 7 (H): 0.12, atom 8 (H): 0.11, atom 9 (H): 0.12, atom 10 (H): 0.08

ORCA calculation (the ωB97M-V functional and the def2-TZVPD basis) on C2H6O2 in the gas phase.

Structure (XYZ):
```
10
Properties=species:S:1:pos:R:3:forces:R:3
O 0.3551 1.1714 -1.0014 -1.3417 1.3331 0.6625
C 0.7681 0.4525 0.1650 -0.7075 -0.7753 0.0630
C -0.3618 -0.6275 0.4884 0.0808 -0.0852 0.9640
O -0.6046 -1.4705 -0.5964 -1.9332 2.5282 -3.7612
H -0.3489 1.8313 -0.7203 1.3245 -1.2153 -0.5601
H 1.7509 -0.0192 -0.1488 -1.2895 0.2880 0.6968
H 0.9092 1.1525 1.0196 0.0792 -0.5736 -0.4221
H -1.3501 -0.2607 0.9389 1.2764 0.4714 -0.8366
H -0.0996 -1.3937 1.2049 0.9165 0.3704 0.8386
H -1.0182 -0.8361 -1.3497 1.5946 -2.3417 2.3549
```
Positions in Å, forces in eV/Å.

The value obtained for the HOMO energy is -10.047 eV. As for the gap between HOMO and LUMO: 10.828 eV. The calculation puts the LUMO energy at 0.78 eV. The SMILES is OCCO.

Now the Löwdin charges, all in e: atom 1 (O): -0.12, atom 2 (C): -0.22, atom 3 (C): -0.29, atom 4 (O): -0.12, atom 5 (H): 0.12, atom 6 (H): 0.13, atom 7 (H): 0.11, atom 8 (H): 0.13, atom 9 (H): 0.10, atom 10 (H): 0.16

ORCA calculation (the ωB97M-V functional and the def2-TZVPD basis) on C2H6O2 in the gas phase.

Structure (XYZ):
```
10
Properties=species:S:1:pos:R:3:forces:R:3
C 1.4567 0.4670 0.0731 3.1001 -3.0294 -1.1145
O 0.6055 -0.6159 -0.3424 0.0970 0.6774 0.8988
C -0.6290 -0.5393 0.3271 5.1369 9.2250 -1.7045
O -1.5045 0.4410 -0.2003 -1.1976 -0.4982 -1.9313
H 0.9945 1.4016 -0.1645 0.3900 0.7756 -0.4580
H 1.6738 0.3700 1.1299 -0.3145 0.2391 0.5179
H 2.5792 0.1641 -0.3919 -3.2229 1.5440 0.7096
H -1.1081 -1.2494 0.0692 -5.6223 -10.1902 -2.0767
H -0.5901 -0.1753 1.2543 1.0529 -0.1755 4.4993
H -1.3239 1.3219 0.0428 0.5805 1.4323 0.6595
```
Positions in Å, forces in eV/Å.

The value obtained for the HOMO energy is -10.524 eV. As for the gap between HOMO and LUMO: 11.388 eV. The calculation puts the LUMO energy at 0.86 eV. The SMILES is COCO.

Now the Löwdin charges, all in e: atom 1 (C): -0.09, atom 2 (O): -0.14, atom 3 (C): -0.25, atom 4 (O): 0.00, atom 5 (H): 0.06, atom 6 (H): 0.07, atom 7 (H): 0.16, atom 8 (H): 0.04, atom 9 (H): 0.10, atom 10 (H): 0.05

ORCA calculation (the ωB97M-V functional and the def2-TZVPD basis) on C2H6O2 in the gas phase.

Structure (XYZ):
```
10
Properties=species:S:1:pos:R:3:forces:R:3
O 0.9734 0.9656 -0.4388 0.2551 0.2958 0.0893
C 0.0708 0.4850 0.5444 -0.2644 -0.1137 0.2641
C -0.4657 -0.8725 0.0522 -0.0724 -0.0398 0.4043
O -0.4461 -0.9639 -1.3480 0.0575 0.1022 -0.1737
H 1.1462 1.8963 -0.2626 0.0419 -0.1473 -0.1200
H 0.5913 0.3542 1.5030 -0.1573 0.0079 -0.0962
H -0.7530 1.1948 0.6945 0.1076 -0.0607 -0.1285
H 0.1120 -1.6880 0.5133 0.0048 0.1033 -0.1755
H -1.5064 -0.9847 0.3778 0.1793 -0.0267 0.0283
H 0.2775 -0.3867 -1.6358 -0.1521 -0.1210 -0.0921
```
Positions in Å, forces in eV/Å.

The value obtained for the HOMO energy is -9.985 eV. As for the gap between HOMO and LUMO: 10.737 eV. The calculation puts the LUMO energy at 0.75 eV. The SMILES is OCCO.

Now the Löwdin charges, all in e: atom 1 (O): -0.08, atom 2 (C): -0.23, atom 3 (C): -0.25, atom 4 (O): -0.07, atom 5 (H): 0.10, atom 6 (H): 0.12, atom 7 (H): 0.12, atom 8 (H): 0.11, atom 9 (H): 0.12, atom 10 (H): 0.07

ORCA calculation (the ωB97M-V functional and the def2-TZVPD basis) on a 2-piece molecular cluster, C2H6O2S overall.

Structure (XYZ):
```
11
Properties=species:S:1:pos:R:3:forces:R:3
C -0.7064 -0.4506 0.7283 0.0301 1.1245 -1.2850
C 0.7761 0.9121 0.0288 -3.6043 -3.4094 1.7121
O 1.7702 0.5335 0.8711 -0.9952 3.4879 0.9945
O 0.9550 0.5491 -1.2289 5.2573 1.6671 1.0379
S -1.1131 -1.3271 -0.8401 -1.7428 0.2880 0.4091
H -1.6880 -0.0325 1.1081 1.4183 -0.2961 -0.2089
H -0.2525 -1.1834 1.4435 -0.2245 0.8812 -0.6207
H 0.2163 1.8336 0.1037 0.7744 0.4433 0.9638
H 2.2496 -0.1338 0.4640 1.4565 -2.0653 -1.3560
H 0.2556 0.2264 -1.6911 -3.9916 -1.6745 -1.8575
H -2.4630 -0.9273 -0.9874 1.6218 -0.4466 0.2106
```
Positions in Å, forces in eV/Å.

The value obtained for the HOMO energy is -8.119 eV. As for the gap between HOMO and LUMO: 8.880 eV. The calculation puts the LUMO energy at 0.76 eV.

Now the Löwdin charges, all in e: atom 1 (C): -0.43, atom 2 (C): -0.36, atom 3 (O): 0.04, atom 4 (O): 0.00, atom 5 (S): 0.63, atom 6 (H): 0.03, atom 7 (H): 0.03, atom 8 (H): 0.14, atom 9 (H): 0.08, atom 10 (H): -0.04, atom 11 (H): -0.11

ORCA calculation (the ωB97M-V functional and the def2-TZVPD basis) on a 2-piece molecular cluster, C2H6O2S2 overall.

Structure (XYZ):
```
12
Properties=species:S:1:pos:R:3:forces:R:3
O -2.0523 0.2652 0.3581 0.2035 0.0164 0.3562
C -2.1183 -0.4836 -0.5677 -0.4624 -0.3658 -0.6714
O -1.1930 -0.6490 -1.5227 0.3854 -0.2811 0.4681
H -2.9676 -1.1508 -0.7906 -0.0662 0.2790 0.1065
H -0.3283 -0.3804 -1.1446 -0.2825 0.1510 -0.1660
C 1.1250 0.2267 1.5552 -0.0149 0.1891 0.0625
S 1.8132 -0.5073 0.0678 0.0254 -0.0588 -0.5272
S 1.6993 1.0683 -1.2871 0.5435 0.4569 0.2055
H 1.7016 1.0826 1.8798 0.1447 0.2190 -0.0995
H 1.2503 -0.5337 2.3166 -0.1059 -0.2737 0.1356
H 0.0831 0.4908 1.4434 -0.2102 -0.0107 -0.0372
H 0.9870 0.5712 -2.3082 -0.1605 -0.3213 0.1668
```
Positions in Å, forces in eV/Å.

The value obtained for the HOMO energy is -9.103 eV. As for the gap between HOMO and LUMO: 9.482 eV. The calculation puts the LUMO energy at 0.38 eV. The SMILES is O=CO.CSS.

Now the Löwdin charges, all in e: atom 1 (O): 0.07, atom 2 (C): -0.39, atom 3 (O): 0.02, atom 4 (H): 0.14, atom 5 (H): -0.02, atom 6 (C): -0.47, atom 7 (S): 0.41, atom 8 (S): 0.35, atom 9 (H): 0.03, atom 10 (H): 0.03, atom 11 (H): 0.01, atom 12 (H): -0.19

ORCA calculation (the ωB97M-V functional and the def2-TZVPD basis) on a 2-piece molecular cluster, C2H6O2S2 overall.

Structure (XYZ):
```
12
Properties=species:S:1:pos:R:3:forces:R:3
O -2.0160 -1.1702 1.8611 -0.7662 -0.3795 -0.2768
C -2.0717 -0.7378 0.7365 1.8252 0.3820 1.7911
O -2.3466 -1.4504 -0.3403 -0.5061 0.0327 -0.4445
H -1.6701 0.2753 0.6065 -0.5714 0.0006 -1.0112
H -2.6316 -2.3205 -0.0162 0.0608 -0.0454 -0.0702
C 1.8255 1.5150 0.2785 -0.8919 0.4078 -0.5414
S 1.5959 -0.2549 0.0214 -0.0746 0.0287 0.5795
S 1.1482 -0.1280 -1.9860 -0.1333 -0.2683 -0.6233
H 1.5353 1.7545 1.3021 0.9201 -0.1594 0.1930
H 1.0855 2.1119 -0.2680 -0.0577 -0.4116 -0.3101
H 2.7944 1.8192 -0.1095 0.1658 0.1504 0.6909
H 0.7511 -1.4143 -2.0862 0.0293 0.2621 0.0229
```
Positions in Å, forces in eV/Å.

The value obtained for the HOMO energy is -8.235 eV. As for the gap between HOMO and LUMO: 8.741 eV. The calculation puts the LUMO energy at 0.51 eV. The SMILES is O=CO.CSS.

Now the Löwdin charges, all in e: atom 1 (O): 0.05, atom 2 (C): -0.43, atom 3 (O): 0.08, atom 4 (H): 0.13, atom 5 (H): 0.13, atom 6 (C): -0.51, atom 7 (S): 0.35, atom 8 (S): 0.30, atom 9 (H): 0.03, atom 10 (H): 0.02, atom 11 (H): 0.03, atom 12 (H): -0.19

The calculation returns the following max |F| values, one per record and in order: 0.088 0.055 0.147 0.024 0.064 0.045 0.096 0.230 0.008 0.109 0.017 0.050 hartree/bohr.